The following is a DFT calculation (ωB97M-V/def2-TZVPD) of a structure of composition C32H57BaN4OP2.

```
97
Properties=species:S:1:pos:R:3:forces:R:3
C -0.5889 -2.5945 -1.9899 0.443 0.024 -0.726
C 1.6799 -2.5903 -1.1711 0.910 1.299 0.159
C -0.4493 -3.8545 -2.5885 -0.411 0.730 0.628
C 1.8582 -3.9300 -1.6417 -0.993 -0.264 -0.752
C 0.8052 -4.4972 -2.3879 0.806 0.053 0.333
H -1.2900 -4.2715 -3.1762 0.776 0.012 0.570
H 2.8432 -4.4077 -1.4913 -0.877 0.083 -0.153
H 0.9398 -5.4875 -2.8417 0.054 0.411 0.252
N 0.4937 -1.9648 -1.4820 -0.618 -0.637 0.343
P -2.7680 -0.9776 -0.5972 3.478 1.606 0.660
P 2.9430 -0.1241 -0.0936 -4.134 0.530 -0.068
C -1.9267 -1.7711 -2.0656 -0.835 -0.570 -0.677
H -1.8042 -0.9629 -2.8150 -0.064 -0.468 0.405
H -2.7774 -2.3973 -2.3841 0.902 -0.363 -0.792
C -0.2695 2.4977 0.9864 -0.275 4.290 5.365
O -0.3364 3.1468 1.9677 0.324 -3.167 -4.916
C 2.7355 -1.8447 -0.4859 0.539 -0.795 0.306
H 3.6845 -2.3573 -0.2715 -0.614 -0.592 -0.423
C 3.3983 0.8619 -1.5839 0.855 -0.052 0.861
C 3.6685 0.3303 1.5775 0.319 -0.254 -0.708
C -3.8007 0.5441 -0.9309 -0.063 -0.705 0.074
C -3.1018 -2.2358 0.6919 -0.908 0.364 -0.435
C 2.9174 2.3377 -1.5267 0.362 -0.369 -0.174
H 3.4035 2.9005 -0.7162 -0.195 -0.172 -0.371
H 3.2038 2.7975 -2.4851 -0.032 0.114 0.207
H 1.8260 2.4375 -1.4190 0.416 -0.196 0.041
C 4.9220 0.7464 -1.5640 0.292 0.663 -1.233
H 5.3708 1.3234 -0.7404 -0.119 -0.229 -0.350
H 5.2301 -0.3110 -1.4992 -0.061 0.435 -0.085
H 5.2755 1.1593 -2.5150 0.558 -0.009 0.043
C 2.8200 0.1360 -2.8124 0.241 0.039 0.188
H 3.0982 0.7078 -3.7056 0.045 -0.065 0.048
H 3.2495 -0.8719 -2.8921 -0.201 0.289 -0.031
H 1.7257 0.0499 -2.7873 0.343 -0.044 0.094
C 3.7992 1.8759 1.6970 0.258 -0.466 -0.061
H 2.8136 2.3809 1.6102 0.487 -0.384 -0.028
H 4.2037 2.1066 2.6992 -0.016 -0.003 -0.410
H 4.4696 2.2852 0.9273 -0.168 -0.039 0.436
C 2.8394 -0.1321 2.7929 -0.035 -0.079 -0.304
H 1.9878 0.5450 2.8909 -0.086 -0.223 0.059
H 2.5011 -1.1817 2.7081 0.074 0.471 0.007
H 3.4408 -0.0326 3.7231 -0.148 -0.071 -0.581
C 4.9599 -0.4650 1.5628 0.586 0.416 0.844
H 5.5822 -0.1999 0.6972 -0.012 -0.214 0.530
H 5.4707 -0.2313 2.5067 0.475 -0.392 -0.180
H 4.6999 -1.5380 1.5271 0.326 0.425 0.069
C -3.3267 -1.5707 2.0772 -0.055 -0.278 -0.281
H -3.6936 -2.3612 2.7531 0.028 0.326 -0.060
H -2.3893 -1.1486 2.4770 -0.644 -0.388 -0.291
H -4.0678 -0.7551 2.0441 0.196 -0.394 0.026
C -1.9703 -3.2848 0.7872 -0.224 0.172 -0.149
H -1.9256 -3.8900 -0.1299 0.164 0.203 0.303
H -0.9671 -2.8714 1.0061 -0.447 -0.121 -0.127
H -2.2364 -3.9583 1.6154 0.093 0.122 -0.165
C -4.3643 -2.8796 0.1140 -0.266 -1.055 0.888
H -4.5097 -3.8265 0.6465 -0.473 -0.123 -0.198
H -5.2372 -2.2340 0.2691 0.243 -0.392 -0.045
H -4.2467 -3.0872 -0.9654 -0.134 -0.091 0.536
C -3.7351 0.7758 -2.4415 -0.086 0.041 0.040
H -4.0505 -0.1222 -2.9992 0.026 0.427 0.135
H -4.4025 1.6155 -2.6906 0.170 -0.191 -0.071
H -2.7093 1.0359 -2.7337 -0.506 -0.139 0.091
C -3.2952 1.8181 -0.1805 -0.454 -0.285 -0.165
H -2.3192 2.1944 -0.5359 -0.408 -0.409 0.010
H -4.0399 2.6079 -0.3832 0.253 -0.121 0.144
H -3.2519 1.6760 0.9133 -0.019 -0.059 -0.397
C -5.2193 0.1731 -0.5006 -0.242 0.589 -0.241
H -5.5478 -0.7072 -1.0803 -0.070 0.509 0.359
H -5.2633 -0.0328 0.5840 -0.185 0.089 -0.586
H -5.8647 1.0331 -0.7359 -0.147 -0.283 0.206
Ba 0.0040 -0.1542 0.1742 0.700 -0.546 -0.255
N -0.3189 1.2848 -1.9614 -0.097 1.585 -2.893
C -0.3006 1.8407 -2.9859 -0.347 -1.345 3.021
C -0.3985 2.6193 -4.1863 0.120 0.418 -0.992
C 0.7225 2.1446 -5.1094 0.504 -0.173 -0.257
C -1.7783 2.3268 -4.7765 -0.510 -0.118 -0.048
C -0.2357 4.0791 -3.7579 0.117 0.422 0.319
H 1.6963 2.3116 -4.6083 -0.423 -0.054 -0.461
H 0.6091 1.0553 -5.2761 0.163 0.561 -0.130
H 0.6926 2.6850 -6.0775 0.021 -0.327 0.578
H -2.5450 2.6429 -4.0465 0.209 -0.135 -0.547
H -1.9531 2.8555 -5.7332 0.271 -0.257 0.501
H -1.8601 1.2331 -4.9315 -0.188 0.573 -0.108
H -0.2968 4.7596 -4.6318 0.033 -0.411 0.540
H -1.0221 4.3267 -3.0179 0.337 0.085 -0.481
H 0.7416 4.1923 -3.2494 -0.432 0.159 -0.367
C 0.4847 1.2076 5.5548 0.354 0.691 -0.502
N -0.0411 0.0038 4.9158 0.047 0.679 1.373
C -0.5220 -1.2194 5.5753 -0.232 -0.585 -0.667
C -0.3011 0.0366 3.6804 -0.601 -2.916 -6.766
N -0.4874 -0.3513 2.5441 0.107 2.235 6.462
H 0.4064 1.0376 6.6262 0.187 0.456 -0.035
H -0.0907 2.0975 5.2036 0.181 -0.668 0.667
H 1.5298 1.3991 5.2121 -0.597 -0.378 0.611
H -1.5577 -1.4170 5.2088 0.588 0.236 0.782
H 0.0716 -2.0924 5.2116 -0.147 0.678 0.657
H -0.4490 -1.0366 6.6447 -0.180 -0.445 -0.029
```
Positions in Å, forces in eV/Å.

Summary:
E_tot   -61378.86262 eV
Net charge   +1
Largest force on an atom   7.39 eV Å⁻¹